DFT (the ωB97M-V functional and the def2-TZVPD basis) results for an isolated ion of composition C3H7N3O and charge +2 at a distorted geometry.

Each line ends with the Löwdin charge.
Atoms and positions in Å:
O (2.284, 2.542, -0.070)  0.08
N (1.322, 1.655, -0.539)  0.10
N (0.773, 1.328, 1.661)  0.28
N (-0.231, -0.156, -0.087)  0.36
C (-0.816, -1.145, -0.263)  0.05
C (-1.773, -2.102, -0.528)  0.08
C (0.683, 1.070, 0.404)  -0.21
H (2.961, 2.624, -0.812)  0.19
H (-1.159, -2.861, -0.793)  0.10
H (1.572, 1.467, -1.513)  0.22
H (1.257, 2.283, 1.949)  0.25
H (-2.253, -2.441, 0.341)  0.13
H (-2.502, -1.689, -1.311)  0.20
H (0.341, 0.674, 2.303)  0.17

Multiplicity   1
SMILES string   CC#[N+]/C(N)=[NH+]/O
Energy   -357.19931 Ha
ΔE to the lowest compared entry with this formula, charge and spin   412.64 kJ/mol
E_HOMO   -19.85 eV
Orbital gap   0.38139 Ha
E_LUMO   -9.47 eV
Net charge   +2


DFT (the ωB97M-V functional and the def2-TZVPD basis) results for one molecule with the formula C3H7N3O2 at a distorted geometry.

Each line ends with the Löwdin charge.
Atoms and positions in Å:
O (3.064, -1.095, 0.241)  0.03
O (0.824, 1.575, -0.346)  -0.09
N (-2.378, -0.643, -0.544)  0.09
N (-1.448, 0.121, 1.417)  0.14
N (1.032, 0.256, 0.219)  -0.18
C (2.516, -0.005, 0.058)  -0.19
C (0.041, -0.633, -0.234)  -0.18
C (-1.260, -0.198, 0.235)  -0.57
H (-2.151, -0.094, -1.541)  0.17
H (3.016, 1.027, -0.024)  0.15
H (-3.262, -0.324, -0.204)  0.06
H (-0.102, 1.908, 0.104)  0.18
H (0.390, -1.656, 0.100)  0.17
H (0.220, -0.565, -1.325)  0.14
H (-0.501, 0.325, 1.845)  0.08

Multiplicity   1
SMILES string   [H]/N=C(/N)CN(O)C=O
Energy   -433.14668 Ha
ΔE to the lowest compared entry with this formula, charge and spin   462.32 kJ/mol
E_HOMO   -9.81 eV
Orbital gap   0.37619 Ha
E_LUMO   0.42 eV
Net charge   0


DFT (the ωB97M-V functional and the def2-TZVPD basis) results for one molecule with the formula C3H7N3O2 at a distorted geometry.

Each line ends with the Löwdin charge.
Atoms and positions in Å:
O (-1.540, -1.791, 0.982)  0.08
O (-2.181, -0.331, -0.489)  0.09
N (1.169, -1.021, 0.647)  0.12
N (0.193, 0.525, -0.911)  0.04
N (1.359, 1.355, -0.847)  -0.19
C (1.562, 2.115, 0.359)  -0.16
C (-1.220, -0.931, 0.168)  -0.52
C (0.158, -0.511, -0.071)  -0.37
H (1.350, 1.537, 1.312)  0.08
H (0.779, 3.024, 0.175)  0.12
H (-1.678, 0.229, -1.240)  0.17
H (2.614, 2.451, 0.352)  0.07
H (1.517, 2.065, -1.601)  0.12
H (2.191, -0.675, 0.564)  0.15
H (0.942, -1.708, 1.535)  0.20

Multiplicity   1
SMILES string   CN/N=C(\N)C(=O)O
Energy   -433.19090 Ha
ΔE to the lowest compared entry with this formula, charge and spin   346.21 kJ/mol
E_HOMO   -8.33 eV
Orbital gap   0.32111 Ha
E_LUMO   0.40 eV
Net charge   0


DFT (the ωB97M-V functional and the def2-TZVPD basis) results for C3H7N3O2 as an isolated structure at a distorted geometry.

Each line ends with the Löwdin charge.
Atoms and positions in Å:
O (-0.414, -0.999, 2.232)  -0.08
O (-1.011, 1.839, -1.888)  0.02
N (-0.486, 1.844, -0.804)  -0.06
N (0.115, -1.188, 1.102)  -0.16
N (0.396, 1.640, 1.339)  0.09
C (-0.128, 1.251, 0.171)  -0.27
C (-0.348, -0.701, -0.021)  -0.23
C (0.179, -1.066, -1.391)  -0.06
H (0.646, -1.973, -1.543)  0.04
H (0.847, -0.346, -1.846)  0.07
H (-0.124, 1.394, 2.196)  0.10
H (1.101, -1.360, 1.275)  0.17
H (-0.724, -1.034, -2.136)  0.12
H (1.391, 1.409, 1.533)  0.12
H (-1.440, -0.710, -0.220)  0.15

Multiplicity   1
Energy   -433.01324 Ha
ΔE to the lowest compared entry with this formula, charge and spin   812.67 kJ/mol
E_HOMO (alpha / beta)   -8.31 / -8.12 eV
Orbital gap (alpha / beta)   0.29964 / 0.28640 Ha
E_LUMO (alpha / beta)   -0.15 / -0.33 eV
Net charge   0


DFT (the ωB97M-V functional and the def2-TZVPD basis) results for one molecule with the formula C3H7N3O2 at a distorted geometry.

Each line ends with the Löwdin charge.
Atoms and positions in Å:
O (-2.036, 0.526, 1.079)  0.07
O (2.108, -0.268, 0.228)  0.11
N (-0.069, -1.027, -0.031)  0.03
N (-1.567, 2.100, -0.457)  0.15
N (0.262, 1.084, 0.575)  0.12
C (0.392, -2.346, -0.421)  -0.12
C (-1.209, 1.040, 0.351)  -0.53
C (0.778, -0.153, 0.374)  -0.51
H (1.224, -2.707, 0.193)  0.07
H (2.557, 0.563, 0.429)  0.11
H (-0.934, 2.360, -1.199)  0.10
H (0.741, 1.873, 0.966)  0.14
H (-0.410, -3.075, -0.281)  0.07
H (0.698, -2.337, -1.472)  0.08
H (-2.536, 2.368, -0.334)  0.11

Multiplicity   1
SMILES string   C/N=C(\O)NC(N)=O
Energy   -433.24219 Ha
ΔE to the lowest compared entry with this formula, charge and spin   211.55 kJ/mol
E_HOMO   -8.71 eV
Orbital gap   0.33076 Ha
E_LUMO   0.29 eV
Net charge   0


DFT (the ωB97M-V functional and the def2-TZVPD basis) results for one molecule with the formula C3H7N3O2 at a distorted geometry.

Each line ends with the Löwdin charge.
Atoms and positions in Å:
O (0.271, 1.006, -0.675)  0.05
O (-2.161, 0.566, -0.760)  0.09
N (-0.160, -0.848, 0.413)  -0.04
N (-1.354, 2.079, 0.717)  0.17
N (-0.646, -2.099, 0.066)  0.02
C (2.159, -0.491, -0.339)  0.01
C (-1.247, 1.029, -0.147)  -0.49
C (0.710, -0.173, -0.235)  -0.44
H (2.516, -0.247, -1.341)  0.08
H (2.721, 0.133, 0.356)  0.09
H (-0.920, -2.592, 0.909)  0.07
H (2.311, -1.548, -0.137)  0.08
H (-1.508, -1.991, -0.469)  0.07
H (-2.187, 2.639, 0.637)  0.11
H (-0.505, 2.534, 1.006)  0.10

Multiplicity   1
SMILES string   C/C(=N\N)OC(N)=O
Energy   -433.17988 Ha
ΔE to the lowest compared entry with this formula, charge and spin   375.17 kJ/mol
E_HOMO   -7.83 eV
Orbital gap   0.31584 Ha
E_LUMO   0.77 eV
Net charge   0


DFT (the ωB97M-V functional and the def2-TZVPD basis) results for one molecule with the formula C3H7N3O2 at a distorted geometry.

Each line ends with the Löwdin charge.
Atoms and positions in Å:
O (2.106, -0.594, -0.082)  -0.21
O (-1.307, -1.049, 0.025)  0.04
N (-3.331, -0.114, 0.059)  0.14
N (0.817, -0.066, -0.127)  0.04
N (-1.522, 1.326, -0.052)  0.17
C (0.032, -1.068, -0.046)  -0.17
C (3.019, 0.475, 0.111)  -0.11
C (-1.986, 0.182, 0.004)  -0.53
H (4.026, 0.015, -0.126)  0.10
H (-3.943, 0.618, -0.191)  0.09
H (2.972, 0.877, 1.154)  0.09
H (2.830, 1.268, -0.642)  0.08
H (0.441, -2.093, -0.045)  0.16
H (-3.609, -1.072, 0.150)  0.10
H (-0.545, 1.295, -0.191)  0.01

Multiplicity   1
SMILES string   [H]/N=C(/N)O/C=N/OC
Energy   -433.18174 Ha
ΔE to the lowest compared entry with this formula, charge and spin   370.27 kJ/mol
E_HOMO   -9.38 eV
Orbital gap   0.37809 Ha
E_LUMO   0.91 eV
Net charge   0


DFT (the ωB97M-V functional and the def2-TZVPD basis) results for a 2-piece molecular cluster, C3H7N3O2 overall at a distorted geometry.

Each line ends with the Löwdin charge.
Atoms and positions in Å:
O (-0.370, -0.748, -0.484)  0.03
O (-2.544, -0.946, 0.759)  -0.02
N (1.848, -0.591, -0.314)  -0.13
N (0.821, 1.191, 0.525)  0.11
N (2.958, 0.058, 0.104)  -0.09
C (0.683, 0.102, -0.092)  -0.52
C (-2.251, 1.084, -0.531)  -0.07
C (-1.679, -0.297, -0.012)  -0.36
H (-2.735, 1.745, 0.692)  0.21
H (-3.158, 0.734, -1.333)  0.13
H (-1.274, 1.662, -1.016)  0.09
H (1.734, -1.653, -0.487)  0.19
H (1.816, 1.472, 0.946)  0.11
H (3.865, -0.172, -0.582)  0.17
H (3.161, -0.182, 1.181)  0.14

Multiplicity   1
Energy   -433.05397 Ha
ΔE to the lowest compared entry with this formula, charge and spin   705.72 kJ/mol
E_HOMO   -9.23 eV
Orbital gap   0.36131 Ha
E_LUMO   0.60 eV
Net charge   0


DFT (the ωB97M-V functional and the def2-TZVPD basis) results for a 2-piece molecular cluster, C3H7N3O3 overall at a distorted geometry.

Each line ends with the Löwdin charge.
Atoms and positions in Å:
O (-0.250, 1.806, -0.250)  -0.07
O (1.107, -1.120, 0.325)  0.06
O (1.510, 0.242, -2.147)  0.15
N (-0.748, -0.610, 1.615)  0.00
N (-0.730, 0.253, -2.802)  0.22
N (-1.111, -1.925, 1.674)  0.01
C (0.427, 0.324, -2.547)  -0.42
C (0.512, 1.238, 0.796)  -0.19
C (0.257, -0.241, 0.940)  -0.41
H (-1.551, -2.127, 2.561)  0.08
H (-1.178, 1.626, -0.061)  0.09
H (-0.382, -2.586, 1.420)  0.08
H (1.652, -0.656, -0.324)  0.07
H (1.557, 1.423, 0.540)  0.12
H (0.282, 1.732, 1.747)  0.12
H (-1.354, 0.623, -3.487)  0.09

Multiplicity   1
SMILES string   N/N=C(\O)CO.N=C=O
Energy   -508.46863 Ha
ΔE to the lowest compared entry with this formula, charge and spin   239.53 kJ/mol
E_HOMO   -8.40 eV
Orbital gap   0.33552 Ha
E_LUMO   0.73 eV
Net charge   0